A:
ORCA calculation (ωB97M-V/def2-TZVPD) on a 8-piece molecular cluster, C30H81N5O13 overall.

Structure (XYZ):
```
129
C30H81N5O13 ωB97M-V/def2-TZVPD
C -2.255 4.449 8.330
C -0.771 4.633 8.128
C 0.195 4.129 9.236
O -0.089 2.673 9.417
C 0.896 2.095 10.308
N -0.300 4.276 6.869
H -2.825 5.030 9.054
H -2.383 3.384 8.520
H -2.858 4.652 7.445
H -0.598 5.708 8.180
H -0.059 4.770 10.080
H 1.238 4.168 8.922
H 0.810 2.544 11.297
H 1.915 2.253 9.955
H 0.854 1.015 10.450
H -1.008 4.524 6.192
H -0.064 3.294 6.892
C -9.686 10.731 1.051
C -10.380 10.445 2.368
C -9.638 9.377 3.254
O -8.221 9.602 3.183
C -7.618 8.846 4.090
N -10.277 11.848 3.005
H -9.879 9.828 0.474
H -8.636 11.025 1.069
H -10.301 11.508 0.596
H -11.367 10.127 2.032
H -10.137 8.432 3.039
H -9.900 9.535 4.300
H -6.564 9.050 3.899
H -7.823 7.785 3.951
H -7.766 9.146 5.127
H -10.834 12.535 2.519
H -9.355 12.261 2.986
C -4.042 12.306 7.182
C -4.705 13.673 7.149
C -6.077 13.442 7.585
O -6.855 12.564 6.736
C -8.206 12.716 6.756
N -4.043 14.544 8.119
H -4.553 11.488 6.675
H -4.026 11.816 8.155
H -2.991 12.283 6.894
H -4.723 14.146 6.167
H -6.539 14.421 7.720
H -6.031 12.951 8.557
H -8.583 12.227 7.654
H -8.720 12.436 5.837
H -8.375 13.776 6.946
H -4.124 13.962 8.941
H -3.088 14.649 7.809
C -6.120 3.873 7.025
C -6.417 3.390 8.417
O -5.207 3.436 9.197
O -5.621 5.209 7.054
H -7.060 3.690 6.505
H -5.416 3.154 6.605
H -6.814 2.375 8.384
H -7.155 4.115 8.758
H -5.058 4.363 9.396
H -5.264 5.397 6.183
C -1.570 3.408 -1.452
C -2.441 3.227 -0.199
O -2.152 1.905 0.269
O -1.926 2.619 -2.586
H -0.515 3.149 -1.359
H -1.635 4.480 -1.641
H -3.497 3.423 -0.386
H -2.080 3.931 0.550
H -2.598 1.798 1.113
H -2.015 1.678 -2.418
C 1.603 8.119 0.547
C 0.619 7.919 1.739
O -0.171 6.725 1.436
O 0.844 8.619 -0.541
H 2.149 7.185 0.420
H 2.324 8.904 0.772
H -0.105 8.702 1.962
H 1.204 7.836 2.655
H -0.727 6.894 0.671
H 1.314 8.326 -1.325
C -4.344 8.130 7.309
O -3.872 8.858 6.207
C -2.469 8.787 6.093
C -2.153 7.930 4.790
N -3.073 6.790 4.635
C -3.068 6.207 3.218
C -3.846 4.863 3.244
O -4.983 4.707 4.117
C -6.001 5.624 3.869
H -4.015 8.627 8.222
H -4.132 7.061 7.315
H -5.417 8.319 7.341
H -1.934 8.345 6.934
H -2.193 9.842 6.073
H -1.127 7.563 4.825
H -2.222 8.474 3.848
H -3.902 7.144 5.090
H -2.080 5.997 2.808
H -3.510 6.951 2.555
H -3.105 4.104 3.492
H -4.077 4.658 2.199
H -6.998 5.255 4.112
H -5.924 5.953 2.833
H -5.993 6.446 4.584
C -6.553 8.169 0.771
O -5.917 7.166 -0.008
C -6.625 5.919 -0.060
C -6.062 5.048 -1.227
N -5.439 5.981 -2.222
C -5.115 5.217 -3.423
C -4.805 6.228 -4.559
O -4.374 5.300 -5.685
C -3.597 5.934 -6.720
H -5.948 9.075 0.807
H -6.660 7.874 1.815
H -7.590 8.353 0.488
H -7.630 6.081 -0.451
H -6.712 5.507 0.945
H -6.810 4.371 -1.638
H -5.201 4.519 -0.818
H -6.246 6.536 -2.468
H -6.043 4.725 -3.716
H -4.217 4.623 -3.255
H -3.975 6.848 -4.219
H -5.680 6.848 -4.756
H -3.836 5.497 -7.689
H -2.510 6.006 -6.672
H -4.101 6.882 -6.905
```

Summary:
- HOMO (eV) = -8.6
- orbital gap (eV) = 9.1
- SMILES = COC[C@H](C)N.COC[C@H](C)N.COC[C@H](C)N.COCCNCCOC.COCCNCCOC.OCCO.OCCO.OCCO
- charge = 0


B:
ORCA calculation (ωB97M-V/def2-TZVPD) on a 8-piece molecular cluster, C30H81N5O13 overall.

Structure (XYZ):
```
129
C30H81N5O13 ωB97M-V/def2-TZVPD
O -2.633 -1.181 1.540
H -2.301 -0.462 1.004
H -1.894 -1.784 1.618
O 0.671 2.754 0.056
H 1.591 2.848 0.303
H 0.506 3.485 -0.539
O -0.599 0.357 -0.120
H -0.852 0.417 -1.042
H 0.016 1.079 0.007
C 3.133 0.584 -1.683
O 2.422 -0.124 -2.692
C 3.323 -0.794 -3.597
C 2.538 -1.903 -4.369
N 3.375 -2.998 -4.900
C 4.169 -2.530 -6.039
C 3.310 -2.103 -7.250
O 4.099 -1.894 -8.309
C 3.352 -1.750 -9.462
H 3.801 1.353 -2.070
H 3.723 -0.060 -1.032
H 2.342 1.069 -1.110
H 4.284 -1.079 -3.168
H 3.687 -0.008 -4.260
H 1.994 -1.399 -5.168
H 1.860 -2.254 -3.592
H 4.052 -3.254 -4.197
H 4.987 -3.209 -6.282
H 4.778 -1.683 -5.725
H 2.628 -1.258 -7.153
H 2.685 -2.992 -7.336
H 2.754 -0.846 -9.350
H 2.672 -2.597 -9.548
H 3.964 -1.764 -10.364
C -1.613 2.355 -6.041
O -0.415 1.693 -5.624
C 0.074 2.068 -4.384
C -0.804 1.619 -3.198
N -0.828 0.175 -2.870
C -1.516 -0.501 -3.977
C -1.800 -2.015 -3.662
O -3.131 -2.235 -3.115
C -3.619 -1.192 -2.300
H -2.102 1.678 -6.741
H -1.331 3.214 -6.650
H -2.323 2.461 -5.221
H 0.114 3.157 -4.347
H 1.100 1.745 -4.207
H -1.783 2.099 -3.188
H -0.271 2.034 -2.343
H 0.144 -0.100 -2.892
H -0.887 -0.479 -4.867
H -2.329 0.036 -4.465
H -1.010 -2.388 -3.010
H -1.737 -2.626 -4.563
H -3.571 -0.210 -2.770
H -2.948 -1.006 -1.462
H -4.580 -1.476 -1.873
C -2.943 4.163 -0.384
O -3.423 3.856 0.914
C -2.832 2.694 1.537
C -3.424 2.568 2.966
N -3.312 1.255 3.579
C -4.156 1.142 4.762
C -3.631 2.044 5.927
O -3.945 3.405 5.790
C -2.955 4.294 6.195
H -3.404 5.045 -0.829
H -3.012 3.377 -1.137
H -1.917 4.518 -0.290
H -1.751 2.817 1.589
H -3.037 1.777 0.984
H -4.498 2.680 2.818
H -2.957 3.338 3.581
H -3.629 0.515 2.969
H -4.120 0.107 5.101
H -5.196 1.455 4.668
H -2.589 1.873 6.197
H -4.038 1.680 6.870
H -3.220 5.351 6.188
H -2.110 4.220 5.511
H -2.472 4.104 7.153
C 3.577 0.119 3.969
O 3.292 1.360 3.273
C 1.941 1.448 2.875
C 1.300 2.795 3.397
N 1.305 2.846 4.863
C 1.174 4.227 5.344
C 1.160 4.240 6.883
O 2.402 3.790 7.436
C 2.552 4.231 8.721
H 3.032 -0.238 4.843
H 4.650 0.144 4.159
H 3.413 -0.714 3.285
H 1.206 0.712 3.202
H 1.888 1.274 1.800
H 0.248 2.824 3.113
H 1.878 3.617 2.976
H 2.188 2.493 5.203
H 0.216 4.655 5.050
H 1.977 4.863 4.972
H 0.375 3.574 7.241
H 1.051 5.287 7.165
H 1.659 3.939 9.274
H 2.601 5.319 8.681
H 3.464 3.829 9.161
C 2.938 -5.083 -0.375
O 1.802 -4.460 0.219
C 1.115 -3.524 -0.610
C 0.097 -2.755 0.204
N -0.719 -3.748 0.901
C -1.792 -4.464 0.184
C -2.391 -5.524 1.025
O -1.657 -6.732 0.974
C -2.173 -7.797 1.819
H 3.670 -4.304 -0.589
H 2.637 -5.666 -1.245
H 3.405 -5.714 0.382
H 0.565 -4.034 -1.400
H 1.714 -2.773 -1.124
H -0.468 -2.145 -0.501
H 0.531 -2.043 0.906
H -0.077 -4.507 1.080
H -1.308 -4.991 -0.638
H -2.547 -3.784 -0.212
H -3.463 -5.598 0.841
H -2.359 -5.205 2.066
H -1.878 -8.753 1.387
H -3.248 -7.764 1.998
H -1.641 -7.668 2.762
```

Summary:
- HOMO (eV) = -8.2
- orbital gap (eV) = 8.3
- SMILES = COCCNCCOC.COCCNCCOC.COCCNCCOC.COCCNCCOC.COCCNCCOC.O.O.O
- charge = 0


Relative energy of each structure, in kcal/mol: A 41.4; B 0.0.


A:
ORCA calculation (ωB97M-V/def2-TZVPD) on one molecule with the formula C16H19N3O3.

Structure (XYZ):
```
41
C16H19N3O3 ωB97M-V/def2-TZVPD
O -5.400 -0.619 0.567
C -4.274 -0.214 0.387
N -4.024 0.827 -0.437
C -2.795 1.493 -0.710
C -2.805 2.993 -0.726
C -2.114 2.265 0.384
H -1.036 2.265 0.423
H -2.583 2.276 1.356
H -2.208 3.500 -1.469
H -3.736 3.489 -0.499
H -2.169 0.998 -1.449
H -4.843 1.158 -0.933
C -3.093 -0.828 1.140
N -1.909 -1.033 0.343
C -0.652 -0.695 0.748
O -0.369 -0.152 1.786
C 0.292 -1.142 -0.363
N -0.635 -1.623 -1.355
C -1.923 -1.631 -0.927
O -2.895 -2.022 -1.511
H -0.351 -2.099 -2.193
H 0.864 -0.282 -0.736
C 1.273 -2.225 0.111
H 0.709 -3.047 0.558
C 2.283 -1.676 1.125
C 3.129 -0.591 0.519
C 4.195 -0.908 -0.313
C 4.953 0.091 -0.898
C 4.652 1.421 -0.660
C 3.591 1.747 0.169
C 2.834 0.747 0.754
H 2.007 0.998 1.403
H 3.354 2.783 0.361
H 5.244 2.201 -1.115
H 5.783 -0.169 -1.540
H 4.438 -1.945 -0.497
H 1.744 -1.283 1.988
H 2.918 -2.500 1.457
H 1.803 -2.609 -0.764
H -3.447 -1.783 1.543
H -2.805 -0.177 1.972
```

Summary:
- HOMO (eV) = -9.3
- orbital gap (eV) = 9.9
- SMILES = O=C(CN1C(=O)N[C@H](CCc2ccccc2)C1=O)NC1CC1
- charge = 0


B:
ORCA calculation (ωB97M-V/def2-TZVPD) on one molecule with the formula C16H19N3O3.

Structure (XYZ):
```
41
C16H19N3O3 ωB97M-V/def2-TZVPD
C -0.239 -1.734 -0.123
C -1.651 -1.431 0.455
C 0.046 -0.605 -1.212
C 1.179 -0.592 -1.792
C 2.021 -1.525 -2.347
C 1.921 0.631 -1.814
C 3.172 0.458 -2.570
C 1.675 1.911 -1.045
C 4.162 1.413 -2.927
C 2.666 2.937 -1.482
C 3.871 2.630 -2.290
C -2.920 -0.323 2.227
C -4.044 0.287 1.502
C -2.350 0.534 3.365
C -0.841 0.764 3.150
C -0.860 0.723 1.630
H 0.604 -3.641 0.122
H -1.060 -3.548 -0.621
H 0.535 -1.436 0.756
H -0.382 0.373 -0.725
H -0.709 -0.901 -1.983
H 1.722 -2.641 -2.199
H 4.076 -1.262 -3.184
H 0.884 2.080 -0.498
H 5.098 1.013 -3.363
H 2.455 3.907 -1.228
H 4.553 3.495 -2.658
H -3.367 -1.323 2.403
H -3.021 1.433 3.359
H -2.772 -0.030 4.233
H -0.478 -0.313 3.450
H -0.262 1.449 3.819
H -1.059 1.817 1.464
H 0.169 0.382 1.235
H -4.414 -1.353 0.622
N -0.023 -3.167 -0.654
N 3.129 -0.872 -2.855
N -1.856 -0.321 1.190
O -2.568 -2.206 0.175
O -4.465 1.332 2.030
O -4.596 -0.344 0.383
```

Summary:
- HOMO (eV) = -7.7
- orbital gap (eV) = 8.2
- SMILES = N[C@@H](Cc1c[nH]c2ccccc12)C(=O)N1CCC[C@H]1C(=O)O
- charge = 0


C:
ORCA calculation (ωB97M-V/def2-TZVPD) on one molecule with the formula C16H19N3O3.

Structure (XYZ):
```
41
C16H19N3O3 ωB97M-V/def2-TZVPD
C -2.230 -2.441 -1.270
C -0.846 -2.350 -0.628
C -2.359 -3.377 -2.472
C -2.868 -2.540 -3.626
C -2.366 -1.150 -3.249
C 0.337 -1.397 1.348
C -0.101 -0.495 2.492
C 1.604 -0.795 0.715
C 1.370 0.543 0.089
C 0.894 0.777 -1.119
C 1.658 1.777 0.729
C 1.172 2.764 -0.093
C 2.183 2.135 1.994
C 1.366 4.115 0.129
C 2.323 3.477 2.306
C 1.966 4.429 1.345
H -3.294 -0.755 -1.500
H -2.994 -2.619 -0.506
H -2.961 -4.221 -2.253
H -1.358 -3.821 -2.749
H -2.634 -2.796 -4.689
H -3.996 -2.619 -3.590
H -2.840 -0.307 -3.856
H -1.273 -1.213 -3.602
H -1.581 -0.782 0.549
H 0.475 -2.431 1.697
H 2.501 -0.714 1.332
H 2.012 -1.458 -0.092
H 0.424 0.072 -1.788
H 0.752 2.700 -2.150
H 2.417 1.305 2.691
H 1.017 4.942 -0.489
H 2.752 3.792 3.249
H 2.160 5.473 1.645
H 1.329 -1.223 3.575
N -2.354 -1.046 -1.775
N -0.780 -1.402 0.374
N 0.707 2.181 -1.262
O 0.126 -2.907 -1.078
O -1.064 0.241 2.461
O 0.871 -0.373 3.497
```

Summary:
- HOMO (eV) = -7.9
- orbital gap (eV) = 8.4
- SMILES = O=C(O)[C@H](Cc1c[nH]c2ccccc12)NC(=O)[C@@H]1CCCN1
- charge = 0


Relative energy of each structure, in kcal/mol: A 0.0; B 157.9; C 32.3.


A:
ORCA calculation (ωB97M-V/def2-TZVPD) on one molecule with the formula C8H8O3.

Structure (XYZ):
```
19
C8H8O3 ωB97M-V/def2-TZVPD
C 2.921 0.559 0.293
C 1.881 -0.529 -0.118
C 0.500 -0.447 -0.242
C -0.021 0.812 -0.388
C -1.417 1.114 -0.211
C -2.382 0.071 0.024
C -1.855 -1.120 -0.035
C -0.438 -1.467 -0.029
H 3.940 0.161 0.353
H 2.430 1.126 1.180
H 3.122 1.436 -0.425
H 0.571 1.750 -0.515
H -1.050 2.988 -0.112
H -3.397 0.371 -0.003
H -2.346 -2.918 0.289
H -0.304 -2.525 0.011
O 2.480 -1.584 -0.196
O -1.803 2.339 0.071
O -2.831 -2.137 0.055
```

Summary:
- HOMO (eV) = -8.6
- orbital gap (eV) = 8.6
- SMILES = CC(=O)c1cc(O)cc(O)c1
- charge = 0


B:
ORCA calculation (ωB97M-V/def2-TZVPD) on C8H8O3 as an isolated structure.

Structure (XYZ):
```
19
C8H8O3 ωB97M-V/def2-TZVPD
C -1.346 -2.182 0.584
C -0.073 -0.254 -0.298
C -1.117 0.682 -0.134
C -0.798 1.927 0.294
C 0.606 2.296 -0.124
C 1.658 1.250 0.216
C 1.230 -0.101 -0.020
C 2.229 -1.000 -0.144
H -1.800 -3.008 0.250
H -0.831 -2.111 1.608
H -2.094 -1.374 0.659
H -2.889 0.789 -1.369
H -1.398 2.757 0.061
H 0.911 3.281 0.060
H 2.703 1.502 0.181
H 2.170 -2.162 -0.524
O -0.337 -1.592 -0.539
O -2.315 0.049 -0.506
O 3.489 -0.749 -0.254
```

Summary:
- HOMO (eV) = -8.8
- orbital gap (eV) = 8.2
- charge = 0


Relative energy of each structure, in kcal/mol: A 0.0; B 112.9.